{"formula": "C30H46ClN2O21", "method": "ωB97M-V/def2-TZVPD", "total_charge": -1, "homo_energy_ev": -5.2, "homo_lumo_gap_ha": 0.2561, "total_energy_ev": -90360.4601, "elements": ["C", "N", "C", "C", "O", "C", "C", "N", "Cl", "C", "O", "O", "H", "H", "H", "H", "H", "H", "H", "H", "H", "H", "C", "C", "C", "O", "C", "O", "O", "H", "H", "H", "H", "H", "H", "C", "C", "C", "O", "C", "O", "O", "H", "H", "H", "H", "H", "H", "C", "C", "C", "O", "C", "O", "O", "H", "H", "H", "H", "H", "H", "C", "C", "C", "O", "C", "O", "O", "H", "H", "H", "H", "H", "H", "C", "C", "C", "O", "C", "O", "O", "H", "H", "H", "H", "H", "H", "C", "C", "C", "O", "C", "O", "O", "H", "H", "H", "H", "H", "H"], "positions_angstrom": [[7.7402, -1.1022, 0.1332], [6.8633, -0.4953, -0.8730], [7.5691, 0.3304, -1.8430], [5.9794, -1.4234, -1.4782], [6.2054, -2.0002, -2.5198], [4.6942, -1.6594, -0.7028], [3.9111, -0.3574, -0.5068], [3.9535, 0.5445, -1.6286], [2.1661, -0.8432, -0.2113], [4.3562, 0.4506, 0.7871], [5.1872, -0.0734, 1.5539], [3.8029, 1.5536, 0.8978], [7.4722, -2.1381, 0.3253], [7.6388, -0.5383, 1.0610], [8.7793, -1.0567, -0.2024], [6.9363, 0.5339, -2.7038], [7.7492, 1.3024, -1.3752], [8.5238, -0.0887, -2.1785], [5.0083, -1.9963, 0.2911], [4.1169, -2.4638, -1.1501], [4.8587, 0.9787, -1.7205], [3.6692, 0.0880, -2.4871], [-0.5214, 2.1588, 1.6478], [-1.4453, 1.2429, 2.4062], [-1.3022, -0.2109, 2.0617], [-2.6098, -0.7255, 2.3817], [-3.4816, 0.2950, 2.2294], [-4.6683, 0.1790, 2.2434], [-2.8313, 1.4715, 2.0571], [-0.8534, 3.1947, 1.7367], [0.4986, 2.0822, 2.0257], [-0.5121, 1.9140, 0.5843], [-1.3464, 1.4132, 3.4825], [-0.5356, -0.7139, 2.6454], [-1.1145, -0.3773, 0.9993], [-4.3443, 3.9318, 2.8184], [-4.8425, 5.2342, 2.2418], [-5.4763, 5.1253, 0.8785], [-5.2576, 6.4394, 0.3435], [-4.1398, 6.9328, 0.9349], [-3.5784, 7.9224, 0.5970], [-3.7562, 6.1392, 1.9674], [-3.6740, 4.1210, 3.6585], [-5.1767, 3.3181, 3.1644], [-3.7812, 3.3624, 2.0828], [-5.5128, 5.7328, 2.9495], [-6.5392, 4.8972, 0.9144], [-4.9712, 4.4024, 0.2339], [-1.6349, -1.8069, -2.6459], [-0.3211, -1.4169, -3.2762], [-0.3779, -1.1658, -4.7595], [0.9686, -1.4545, -5.1580], [1.4646, -2.3536, -4.2695], [2.4912, -2.9360, -4.4060], [0.6288, -2.4982, -3.2127], [-1.4702, -2.2240, -1.6523], [-2.2894, -0.9396, -2.5600], [-2.1439, -2.5722, -3.2361], [0.1114, -0.5646, -2.7444], [-0.6449, -0.1420, -5.0115], [-1.0470, -1.8557, -5.2818], [1.4397, 6.3168, -1.5150], [1.1605, 4.8352, -1.4669], [1.8929, 4.0098, -2.4889], [1.0233, 2.8828, -2.6425], [-0.2270, 3.3036, -2.3551], [-1.2154, 2.6650, -2.5460], [-0.2096, 4.5456, -1.8137], [0.6931, 6.8648, -0.9400], [2.4261, 6.5318, -1.1051], [1.3975, 6.6926, -2.5392], [1.3335, 4.4511, -0.4580], [2.8763, 3.6910, -2.1491], [1.9819, 4.5068, -3.4594], [2.8353, -5.8415, -3.5528], [3.6051, -6.8290, -2.7100], [2.8427, -8.0702, -2.3214], [3.4987, -8.4609, -1.1086], [4.0068, -7.3293, -0.5476], [4.4569, -7.2696, 0.5484], [3.9236, -6.2894, -1.4130], [3.3342, -4.8782, -3.5743], [2.7378, -6.2079, -4.5756], [1.8364, -5.6729, -3.1458], [4.5500, -7.0847, -3.1995], [2.9051, -8.8638, -3.0633], [1.7932, -7.8664, -2.0948], [-6.5902, -0.8317, 4.2196], [-7.4719, -0.8625, 5.4439], [-7.1214, -1.9196, 6.4597], [-8.3824, -2.1430, 7.1079], [-9.3543, -1.8467, 6.2069], [-10.5069, -2.0893, 6.3554], [-8.8248, -1.2388, 5.1162], [-7.0498, -0.2408, 3.4303], [-5.6203, -0.4013, 4.4529], [-6.4357, -1.8347, 3.8197], [-7.5108, 0.1290, 5.9056], [-6.3726, -1.5952, 7.1787], [-6.8006, -2.8572, 5.9999]], "forces_ev_per_angstrom": [[-0.33, 0.68, 0.50], [0.10, -0.23, -1.12], [-0.01, 0.35, 0.36], [-0.53, -0.69, 0.19], [0.09, 0.53, -0.14], [0.60, -0.29, 0.51], [0.60, 0.25, 0.27], [-0.85, -0.19, -0.25], [-0.06, 0.04, -0.17], [0.17, 0.25, 0.63], [-0.18, -0.46, -0.34], [-0.24, 0.39, -0.14], [-0.04, -0.04, 0.01], [0.05, -0.13, 0.11], [0.00, -0.15, -0.10], [-0.01, -0.22, -0.12], [0.25, -0.03, 0.04], [-0.05, -0.06, -0.11], [-0.17, 0.09, 0.10], [-0.02, 0.14, -0.34], [0.06, 0.04, 0.12], [0.26, -0.07, -0.08], [-0.13, 0.27, -0.27], [0.51, 0.44, -0.29], [0.24, -0.35, 0.17], [-0.12, 0.21, -0.05], [0.07, 0.06, -0.13], [-0.01, 0.04, -0.05], [0.05, -0.67, 0.16], [0.04, -0.01, 0.13], [0.00, -0.07, -0.02], [0.01, -0.08, 0.02], [-0.08, -0.09, 0.01], [-0.14, -0.13, 0.04], [0.03, 0.11, 0.00], [0.29, 0.21, -0.10], [0.10, -0.48, 0.31], [-0.24, 0.04, -0.10], [0.08, -0.05, 0.08], [0.07, -0.04, 0.04], [0.02, 0.07, -0.04], [-0.19, 0.15, -0.15], [-0.12, 0.04, 0.07], [-0.02, 0.01, -0.03], [-0.16, 0.15, 0.01], [-0.03, 0.07, -0.09], [-0.02, 0.18, -0.08], [0.06, -0.05, 0.11], [0.00, -0.31, 0.04], [-0.51, 0.02, 0.41], [0.05, 0.28, -0.14], [-0.04, -0.11, 0.05], [0.01, -0.03, 0.18], [0.00, 0.07, -0.14], [0.15, 0.13, -0.36], [0.03, 0.13, 0.04], [0.06, 0.04, -0.01], [0.03, 0.02, -0.04], [0.07, -0.01, -0.07], [0.19, 0.02, -0.04], [-0.04, -0.03, 0.11], [-0.28, 0.13, -0.16], [0.16, 0.51, 0.09], [0.53, -0.24, 0.09], [-0.27, 0.11, -0.06], [0.02, -0.04, 0.06], [-0.08, -0.08, -0.04], [-0.01, -0.27, -0.02], [0.06, -0.05, 0.10], [0.00, -0.06, 0.02], [0.01, -0.06, -0.01], [0.02, -0.10, -0.05], [-0.11, -0.26, 0.01], [-0.06, 0.13, 0.07], [0.00, 0.05, 0.31], [-0.33, 0.33, -0.37], [0.08, -0.28, -0.05], [-0.04, 0.06, -0.03], [0.02, 0.22, -0.03], [0.02, -0.06, 0.08], [0.05, -0.35, 0.09], [0.09, -0.01, -0.08], [0.04, -0.02, 0.01], [0.02, -0.02, 0.03], [0.01, -0.06, 0.06], [0.09, -0.09, 0.13], [0.01, 0.12, -0.07], [-0.36, -0.21, -0.04], [0.37, 0.00, -0.47], [0.07, 0.04, 0.27], [0.01, 0.01, -0.11], [-0.01, 0.03, -0.12], [-0.07, -0.03, 0.04], [-0.04, -0.04, 0.31], [0.09, 0.13, 0.05], [0.00, 0.04, 0.02], [0.01, -0.01, 0.04], [-0.04, -0.04, 0.08], [-0.14, -0.02, 0.13], [0.02, 0.07, -0.11]]}

{"formula": "C4H5NO2", "method": "ωB97M-V/def2-TZVPD", "smiles": "O=C[C@H]1CN1C=O", "total_charge": 0, "homo_energy_ev": -10.3, "homo_lumo_gap_ha": 0.3974, "relative_energy_kcal_mol": 42.8, "total_energy_ev": -9812.4608, "elements": ["O", "C", "C", "C", "N", "C", "O", "H", "H", "H", "H", "H"], "positions_angstrom": [[-2.8484, -0.0613, 0.8271], [-1.8181, 0.4658, 0.4911], [-0.6150, -0.3035, 0.0441], [0.1983, 0.2056, -1.1096], [0.6592, 0.3757, 0.2364], [1.8087, -0.3055, 0.6494], [2.7521, -0.5262, -0.0685], [-1.6993, 1.5695, 0.4715], [-0.6780, -1.3821, 0.1801], [-0.1127, 1.1115, -1.6265], [0.7423, -0.5285, -1.7059], [1.7914, -0.5599, 1.7216]], "forces_ev_per_angstrom": [[0.41, 0.22, -0.12], [-0.30, -0.21, 0.00], [-0.12, -0.20, 0.11], [0.09, 0.09, -0.29], [0.21, 0.03, -0.03], [0.25, -0.05, -0.14], [-0.41, 0.10, 0.32], [0.02, -0.10, 0.03], [0.07, 0.16, 0.03], [0.05, -0.17, 0.09], [-0.25, 0.16, 0.09], [-0.02, -0.02, -0.09]]}

{"formula": "C11H17Cl27P", "method": "ωB97M-V/def2-TZVPD", "total_charge": 1, "homo_energy_ev": -12.6, "homo_lumo_gap_ha": 0.3580, "total_energy_ev": -359069.2642, "elements": ["C", "C", "P", "H", "H", "H", "H", "H", "H", "H", "H", "C", "Cl", "Cl", "Cl", "H", "C", "Cl", "Cl", "Cl", "H", "C", "Cl", "Cl", "Cl", "H", "C", "Cl", "Cl", "Cl", "H", "C", "Cl", "Cl", "Cl", "H", "C", "Cl", "Cl", "Cl", "H", "C", "Cl", "Cl", "Cl", "H", "C", "Cl", "Cl", "Cl", "H", "C", "Cl", "Cl", "Cl", "H"], "positions_angstrom": [[0.7178, 0.1417, 3.9362], [-0.6152, 0.8822, 4.1797], [-2.1217, 0.0628, 3.5469], [0.6955, -0.5817, 3.1339], [1.4696, 0.8921, 3.7027], [1.0450, -0.3363, 4.8553], [-0.7634, 0.9589, 5.2546], [-0.6136, 1.8821, 3.7538], [-2.7890, -0.5057, 4.6324], [-1.9133, -0.8677, 2.5263], [-2.9743, 1.0562, 3.0580], [0.1057, -2.8448, 0.8206], [0.1082, -1.0734, 0.7573], [0.2926, -3.4191, 2.4834], [-1.3641, -3.4792, 0.0961], [0.9487, -3.1954, 0.2408], [0.7158, -3.9086, -3.6626], [1.1698, -2.8098, -2.3488], [1.6443, -5.3988, -3.5688], [-1.0164, -4.2353, -3.6351], [0.9526, -3.4155, -4.5956], [-0.3589, 2.2580, -1.4605], [-1.2367, 3.6063, -2.1678], [-0.7153, 2.1313, 0.2782], [-0.7485, 0.7523, -2.2886], [0.7005, 2.4473, -1.5711], [-2.4453, 5.4384, 2.2230], [-0.8933, 6.2589, 2.0938], [-3.2390, 5.3243, 0.6578], [-2.2330, 3.8274, 2.9354], [-3.0766, 6.0109, 2.8882], [5.4189, -5.5383, -1.9475], [6.8495, -5.6924, -0.9306], [4.8926, -7.1127, -2.5413], [4.1092, -4.7344, -1.0753], [5.6753, -4.9254, -2.8013], [2.6535, -1.2256, -6.1488], [4.0595, -1.3880, -5.0963], [2.1589, -2.8006, -6.7778], [1.3241, -0.4399, -5.2952], [2.9301, -0.6071, -6.9910], [-1.4713, 6.6131, 6.2334], [-2.9451, 6.9721, 5.3250], [-1.4794, 7.4462, 7.7805], [-1.2867, 4.8694, 6.4615], [-0.6269, 6.9688, 5.6579], [1.4641, 3.4426, -7.6280], [1.8938, 4.5156, -6.2968], [2.4354, 1.9669, -7.5751], [-0.2549, 3.0555, -7.5950], [1.6803, 3.9520, -8.5572], [-4.0915, -4.7032, 2.5976], [-4.9870, -5.4558, 3.9080], [-4.9453, -4.8444, 1.0681], [-3.7709, -2.9933, 2.9672], [-3.1350, -5.2005, 2.5026]], "forces_ev_per_angstrom": [[0.09, 0.39, 0.32], [0.09, -0.56, -0.17], [0.39, 0.68, 0.39], [-0.02, -0.03, 0.00], [0.06, -0.04, -0.12], [-0.06, -0.21, -0.03], [-0.25, 0.27, 0.04], [-0.01, 0.04, -0.04], [-0.09, -0.27, -0.22], [0.00, -0.04, 0.11], [-0.09, -0.16, -0.07], [-0.15, -0.16, -0.01], [0.00, -0.11, -0.25], [-0.03, 0.07, 0.01], [0.01, 0.01, 0.07], [0.03, -0.02, 0.02], [-0.06, -0.19, 0.05], [0.07, 0.16, -0.09], [-0.04, 0.03, -0.07], [0.02, 0.04, 0.00], [-0.01, 0.03, 0.03], [-0.16, -0.05, -0.26], [0.05, -0.01, 0.06], [0.05, 0.10, 0.02], [0.06, 0.02, 0.06], [0.02, -0.03, 0.07], [0.01, 0.21, -0.37], [-0.04, -0.06, 0.06], [0.03, -0.04, 0.08], [-0.08, -0.07, 0.18], [0.02, -0.08, 0.05], [0.03, -0.09, 0.03], [-0.03, 0.02, -0.03], [0.00, 0.03, -0.01], [0.04, 0.06, 0.06], [-0.01, 0.01, -0.01], [-0.01, -0.04, 0.14], [-0.02, 0.01, -0.02], [0.02, 0.02, -0.07], [-0.03, -0.10, 0.01], [0.00, 0.01, -0.02], [-0.01, 0.07, 0.12], [-0.02, 0.03, 0.06], [0.01, -0.03, -0.06], [0.03, -0.02, -0.02], [0.00, -0.02, -0.04], [-0.11, -0.02, 0.12], [0.01, -0.01, -0.03], [0.11, 0.12, -0.13], [0.03, 0.01, -0.01], [0.02, -0.01, -0.01], [-0.14, -0.25, -0.07], [0.06, 0.06, -0.04], [0.06, 0.03, 0.04], [0.00, 0.13, 0.08], [0.04, 0.06, 0.01]]}